ORCA calculation (ωB97M-V/def2-TZVPD) on a 3-piece molecular cluster, C21H45BBrN2O5 overall in a non-equilibrium geometry.

Structure (XYZ):
```
75
Properties=species:S:1:pos:R:3:forces:R:3:lowdin_charge:R:1
C 4.025 4.233 0.208 0.00 -0.04 -0.12 -0.14
O 4.138 4.849 -1.048 -0.05 -0.04 0.02 -0.04
B 3.012 5.556 -1.577 0.02 0.05 -0.53 -0.66
O 3.365 6.901 -1.942 -0.30 0.13 0.07 0.05
C 1.651 4.990 -1.814 0.47 -0.30 1.32 -0.14
C 1.452 3.516 -1.490 -0.19 0.08 -0.20 -0.26
C 0.943 2.681 -2.678 0.11 -0.09 -0.14 -0.26
C 0.680 1.185 -2.456 0.08 -0.06 -0.33 -0.53
Br 0.868 0.519 -0.614 0.02 -0.07 0.15 0.64
C 0.565 5.894 -1.260 -0.08 0.39 -0.70 -0.13
C -0.769 5.945 -1.965 0.13 -0.16 0.14 -0.41
O -1.384 6.917 -2.272 -0.18 0.26 -0.13 0.14
O -1.321 4.703 -2.375 -0.09 -0.07 0.10 0.09
C -1.733 3.761 -1.507 0.04 0.54 0.21 -0.52
C -1.937 4.151 -0.063 -0.13 -0.10 0.03 0.03
O -1.989 2.663 -1.911 -0.22 -0.34 -0.18 0.09
H 4.317 3.176 0.161 0.02 0.04 -0.02 0.08
H 4.689 4.736 0.924 -0.05 -0.05 0.00 0.08
H 3.000 4.272 0.598 0.04 0.03 0.00 0.08
H 3.251 7.530 -1.226 0.19 -0.06 0.03 0.06
H 2.398 3.060 -1.191 0.00 -0.03 0.06 0.07
H 0.768 3.376 -0.630 0.07 -0.03 -0.10 0.07
H 1.714 2.763 -3.450 -0.03 0.02 0.03 0.11
H 0.041 3.124 -3.098 0.21 -0.09 0.04 0.08
H -0.329 0.894 -2.742 0.02 0.08 0.12 0.04
H 1.384 0.569 -3.009 0.00 -0.02 0.07 0.04
H 0.347 5.702 -0.189 -0.08 -0.09 -0.09 0.12
H 0.890 6.935 -1.338 0.02 -0.04 0.17 0.11
H -1.213 3.604 0.543 -0.02 0.08 -0.02 0.09
H -1.858 5.219 0.127 0.04 -0.04 -0.01 0.08
H -2.934 3.807 0.217 0.04 0.00 0.02 0.09
C -2.712 -0.150 -0.314 0.04 -0.02 0.00 -0.10
C -2.466 -1.579 -0.764 0.00 0.02 0.01 -0.27
N -2.934 -2.578 0.189 -0.02 0.00 -0.04 -0.20
C -2.447 -3.915 -0.089 0.05 -0.06 0.05 -0.25
C -2.899 -4.598 -1.386 -0.01 -0.04 0.01 -0.08
C -4.330 -2.473 0.574 -0.05 0.02 0.07 -0.25
C -5.388 -2.543 -0.535 -0.03 -0.02 0.03 -0.08
H -2.276 0.011 0.674 -0.02 0.02 0.01 0.08
H -2.242 0.545 -1.008 -0.03 -0.01 0.07 0.03
H -3.773 0.105 -0.274 -0.03 -0.05 -0.01 0.07
H -1.386 -1.724 -0.869 0.00 0.00 -0.02 0.09
H -2.896 -1.716 -1.769 -0.01 -0.02 0.01 0.10
H -2.713 -4.553 0.761 -0.02 0.01 0.00 0.11
H -1.355 -3.861 -0.095 -0.02 0.04 -0.04 0.09
H -3.936 -4.932 -1.337 -0.01 0.03 -0.01 0.05
H -2.280 -5.479 -1.571 0.00 0.00 0.00 0.07
H -2.794 -3.936 -2.246 0.01 0.00 0.01 0.07
H -4.459 -1.528 1.107 0.03 0.02 -0.03 0.10
H -4.525 -3.255 1.314 0.01 -0.02 -0.03 0.11
H -5.109 -1.926 -1.391 0.00 0.02 0.01 0.07
H -6.342 -2.167 -0.158 0.00 -0.01 0.00 0.07
H -5.554 -3.560 -0.889 0.04 0.01 -0.04 0.05
C 1.803 -5.660 2.744 0.03 -0.02 0.01 -0.10
C 2.664 -4.406 2.755 -0.02 0.04 0.03 -0.28
N 2.467 -3.573 1.585 0.00 0.02 0.03 -0.20
C 3.468 -2.529 1.435 0.09 0.01 -0.09 -0.25
C 3.529 -1.425 2.496 0.00 0.02 -0.01 -0.08
C 1.094 -3.169 1.325 -0.18 0.00 -0.08 -0.25
C 0.341 -2.396 2.414 -0.10 0.07 -0.02 -0.07
H 1.957 -6.225 1.823 -0.02 0.02 -0.01 0.08
H 2.068 -6.298 3.590 0.00 0.00 -0.01 0.07
H 0.740 -5.428 2.830 0.00 0.01 0.00 0.06
H 3.718 -4.702 2.761 0.00 0.02 0.01 0.11
H 2.490 -3.870 3.703 -0.01 0.00 -0.01 0.10
H 3.322 -2.068 0.454 -0.03 0.00 0.01 0.11
H 4.443 -3.026 1.395 -0.01 -0.03 0.03 0.11
H 2.705 -0.720 2.399 -0.01 -0.02 0.01 0.05
H 4.454 -0.858 2.379 0.00 0.01 -0.01 0.07
H 3.517 -1.832 3.509 0.00 -0.01 0.00 0.06
H 0.515 -4.065 1.084 0.08 -0.06 0.05 0.08
H 1.093 -2.574 0.409 0.05 0.04 -0.01 0.09
H 0.473 -2.835 3.405 0.03 -0.04 -0.02 0.07
H -0.729 -2.405 2.188 0.01 0.01 -0.03 0.06
H 0.649 -1.352 2.461 0.03 -0.01 0.04 0.05
```
Forces are in eV/Å.

Summary:
- HOMO: -2.956 eV
- Frontier orbital gap: 5.45 eV
- Maximum force: 1.44 eV/A
- Total charge: -1
- Multiplicity: 1